[1]
This record from the OMol25 dataset describes 3 unconnected molecules or ions with the total composition C24H49BBrN4O6 at a distorted geometry. The level of theory is wB97M-V/def2-TZVPD.

ORCA input file:
```
! wB97M-V def2-TZVPD RIJCOSX def2/J DEFGRID3
* xyz -1 3
C -2.59 -7.36 3.53
O -2.25 -6.09 2.98
B -2.61 -5.05 3.85
O -1.64 -4.53 4.69
N -3.97 -4.60 3.78
C -4.44 -4.31 2.42
C -5.74 -5.10 2.05
C -6.40 -5.79 3.23
N -7.56 -6.61 2.75
C -4.31 -3.54 4.73
Br -4.15 -4.19 6.58
C -3.60 -2.18 4.52
O -3.75 -1.35 5.45
O -2.99 -2.00 3.43
H -1.96 -7.58 4.39
H -2.44 -8.11 2.76
H -3.63 -7.33 3.85
H -1.62 -5.06 5.49
H -4.67 -3.26 2.31
H -3.68 -4.53 1.69
H -6.46 -4.39 1.66
H -5.50 -5.86 1.31
H -5.74 -6.46 3.76
H -6.80 -5.02 3.88
H -7.69 -7.35 3.43
H -8.40 -6.05 2.79
H -5.37 -3.35 4.62
C -1.48 0.03 1.16
C -1.53 -0.73 -0.18
C -0.26 -1.57 -0.36
C 0.98 -0.75 -0.69
C 0.72 0.15 -1.90
C -0.53 1.03 -1.73
N -1.71 0.22 -1.32
O -2.16 -0.41 -2.36
C -0.24 2.13 -0.70
C -0.80 1.77 -3.03
C -2.72 -1.67 -0.06
H -2.04 -0.50 1.93
H -0.46 0.15 1.55
H -1.93 1.02 1.09
H -0.42 -2.30 -1.16
H -0.09 -2.15 0.55
H 1.29 -0.16 0.17
H 1.81 -1.42 -0.92
H 1.59 0.79 -2.08
H 0.61 -0.47 -2.79
H -1.13 2.72 -0.48
H 0.52 2.82 -1.09
H 0.16 1.76 0.24
H -0.91 1.09 -3.88
H 0.03 2.44 -3.26
H -1.71 2.38 -2.95
H -3.65 -1.11 0.06
H -2.60 -2.30 0.83
H -2.82 -2.34 -0.91
C 5.43 2.58 -2.39
C 4.46 3.62 -1.76
C 3.28 3.85 -2.70
C 3.62 4.68 -3.93
C 4.31 5.99 -3.53
C 5.52 5.77 -2.62
N 5.19 4.89 -1.46
O 4.52 5.57 -0.59
C 6.68 5.17 -3.45
C 6.04 7.11 -2.14
C 3.95 2.97 -0.49
H 5.26 1.59 -1.99
H 5.33 2.50 -3.47
H 6.47 2.82 -2.17
H 2.48 4.37 -2.15
H 2.86 2.89 -3.01
H 4.26 4.11 -4.62
H 2.71 4.91 -4.49
H 4.62 6.53 -4.42
H 3.58 6.62 -3.02
H 7.52 4.91 -2.81
H 7.03 5.90 -4.18
H 6.40 4.28 -4.02
H 5.28 7.70 -1.63
H 6.38 7.70 -2.99
H 6.89 6.98 -1.46
H 4.76 2.79 0.22
H 3.49 2.00 -0.72
H 3.19 3.56 0.01
*
```

**Frontier orbital gap (spin up / spin down)**: 6.7 / 6.3 eV
**Energy**: -4213.2423 a.u.
**⟨S²⟩**: 2.01



[2]
This record from the OMol25 dataset describes 2 unconnected molecules or ions with the total composition C24H49ClNO7P3 at a distorted geometry. The level of theory is wB97M-V/def2-TZVPD.

ORCA input file:
```
! wB97M-V def2-TZVPD RIJCOSX def2/J DEFGRID3
* xyz 0 1
C -2.87 4.92 3.86
O -1.82 4.37 3.09
C -1.47 5.19 1.98
C -2.37 5.00 0.76
C -2.19 3.60 0.13
C -2.99 2.52 0.90
C -3.73 1.52 0.00
C -2.81 0.66 -0.89
C -1.49 0.25 -0.24
C -1.63 -0.75 0.92
C -0.75 -0.41 2.16
C 0.68 -0.13 1.66
P 2.05 -0.22 2.92
N 2.60 -1.65 3.68
Cl 3.43 -0.69 1.23
C 2.97 1.36 3.27
O 4.22 1.11 3.89
C 5.16 2.05 3.49
C 5.75 1.92 2.24
C 6.69 2.82 1.77
C 7.06 3.88 2.60
C 6.50 3.99 3.86
C 5.55 3.09 4.32
P 0.73 0.22 4.71
O 1.61 0.39 5.91
H -2.49 5.60 4.63
H -3.57 5.49 3.23
H -3.38 4.10 4.36
H -0.43 5.00 1.69
H -1.52 6.24 2.32
H -3.41 5.05 1.10
H -2.15 5.79 0.04
H -2.50 3.61 -0.92
H -1.11 3.40 0.19
H -3.70 3.01 1.57
H -2.29 1.98 1.54
H -4.35 0.89 0.65
H -4.40 2.09 -0.66
H -3.34 -0.21 -1.28
H -2.57 1.27 -1.77
H -0.90 -0.23 -1.03
H -0.95 1.17 0.01
H -1.43 -1.78 0.62
H -2.67 -0.68 1.27
H -0.80 -1.30 2.79
H -1.23 0.45 2.62
H 0.79 0.84 1.17
H 0.90 -0.90 0.92
H 3.30 -1.37 4.38
H 1.83 -2.14 4.12
H 2.37 1.97 3.96
H 3.03 1.91 2.33
H 5.45 1.09 1.61
H 7.10 2.66 0.78
H 7.79 4.59 2.23
H 6.83 4.82 4.48
H 5.13 3.19 5.32
H -0.06 -0.94 4.96
H -0.14 1.32 4.50
C -1.71 -5.08 -7.72
C -0.62 -4.09 -7.35
O -0.87 -3.44 -6.11
P -0.81 -4.31 -4.73
O 0.62 -4.66 -4.55
O -1.01 -3.13 -3.63
C 0.01 -2.82 -2.68
C 1.00 -1.81 -3.23
O -2.42 -4.64 -4.68
C -2.83 -5.95 -4.26
C -2.24 -6.36 -2.92
H -1.66 -5.97 -7.08
H -1.59 -5.42 -8.75
H -2.70 -4.64 -7.60
H 0.35 -4.59 -7.31
H -0.56 -3.31 -8.10
H 0.52 -3.73 -2.36
H -0.48 -2.41 -1.80
H 1.28 -2.02 -4.26
H 1.90 -1.78 -2.62
H 0.55 -0.81 -3.22
H -2.56 -6.68 -5.03
H -3.92 -5.94 -4.20
H -1.15 -6.39 -2.96
H -2.60 -7.35 -2.64
H -2.52 -5.65 -2.15
*
```

**Frontier orbital gap**: 9.0 eV
**Energy**: -3009.5640 a.u.
**SMILES string**: COCCCCCCCCCCP(N)(Cl)(COc1ccccc1)[PH2]=O.CCOP(=O)(OCC)OCC



[3]
This record from the OMol25 dataset describes a molecular structure, C24H50AsF5N2O2PtSi3Te at a distorted geometry. The level of theory is wB97M-V/def2-TZVPD.

ORCA input file:
```
! wB97M-V def2-TZVPD RIJCOSX def2/J DEFGRID3
* xyz 2 1
Pt -0.22 0.60 -0.63
C 0.56 -4.75 -3.81
Si 0.52 -2.87 -3.93
C 2.18 -2.13 -4.48
C -0.80 -2.29 -5.13
As 1.72 -0.33 -1.46
Si 2.39 1.87 -2.57
C 4.07 1.44 -3.33
C 0.97 1.91 -3.83
C 2.43 3.26 -1.31
Si 3.48 -1.78 0.14
C 2.93 -2.96 1.48
C 4.18 -2.57 -1.42
C 4.32 -0.21 0.75
H 1.09 -5.17 -4.67
H -0.46 -5.15 -3.82
H 1.04 -5.09 -2.90
H 2.22 -2.06 -5.56
H 3.02 -2.76 -4.16
H 2.35 -1.13 -4.07
H -0.73 -2.90 -6.03
H -0.67 -1.25 -5.40
H -1.80 -2.40 -4.72
H 3.95 1.19 -4.39
H 4.54 0.59 -2.84
H 4.74 2.29 -3.27
H 1.24 1.33 -4.72
H 0.74 2.92 -4.15
H 0.06 1.46 -3.42
H 3.37 3.25 -0.74
H 1.61 3.21 -0.60
H 2.37 4.22 -1.83
H 2.31 -3.74 1.05
H 2.34 -2.45 2.24
H 3.80 -3.42 1.95
H 3.47 -3.32 -1.79
H 5.13 -3.07 -1.22
H 4.34 -1.84 -2.21
H 3.61 0.48 1.22
H 4.82 0.32 -0.06
H 5.07 -0.48 1.50
F -0.84 -3.79 -0.56
Te -0.93 -1.95 -1.18
F -2.18 -2.88 -2.33
F -1.36 -0.49 -2.66
F 0.70 -2.04 0.27
F -1.71 -1.12 1.84
O 0.51 -2.30 -2.33
O -0.64 2.69 0.06
C -1.35 3.50 -0.56
C -2.36 3.09 -1.58
C -3.65 2.90 -0.73
C -4.02 4.04 0.24
C -3.11 4.18 1.49
C -1.81 4.98 1.24
N -1.42 4.79 -0.17
H -2.10 2.14 -2.07
H -2.51 3.86 -2.34
H -3.56 1.97 -0.17
H -4.47 2.77 -1.44
H -5.03 3.83 0.59
H -4.07 4.99 -0.30
H -2.86 3.18 1.85
H -3.68 4.68 2.28
H -1.01 4.61 1.88
H -1.94 6.04 1.42
H -1.93 5.39 -0.79
C -3.00 -1.38 6.39
N -3.19 -1.78 5.02
C -4.24 -1.13 4.28
C -2.12 -2.45 4.32
C -0.96 -1.50 4.05
C -0.01 -1.21 5.02
C 1.01 -0.30 4.79
C 1.09 0.34 3.56
C 0.17 0.05 2.57
C -0.83 -0.86 2.82
H -3.96 -1.16 6.85
H -2.37 -0.49 6.45
H -2.51 -2.18 6.95
H -5.19 -1.25 4.81
H -4.32 -1.56 3.29
H -4.04 -0.05 4.20
H -2.50 -2.85 3.38
H -1.76 -3.28 4.94
H -0.06 -1.72 5.97
H 1.72 -0.09 5.57
H 1.88 1.06 3.37
H 0.23 0.54 1.58
*
```

**Energy above the lowest of the compared OMol25 structures with the same formula, charge and spin**: 137.3 kcal/mol
**Frontier orbital gap (spin up / spin down)**: 2.3 / 2.5 eV
**Energy**: -5194.8444 a.u.



[4]
This record from the OMol25 dataset describes a molecular structure, C24H50Cl3IrN4O3Si4 at a distorted geometry. The level of theory is wB97M-V/def2-TZVPD.

ORCA input file:
```
! wB97M-V def2-TZVPD RIJCOSX def2/J DEFGRID3
* xyz -1 2
Ir -0.53 -0.62 0.54
N -1.06 1.72 1.25
C -2.33 1.99 1.94
C -2.79 0.77 2.72
C -3.48 -0.20 1.75
O -4.65 -0.50 1.96
O -2.77 -0.55 0.74
H -0.30 1.71 1.91
H -0.88 2.44 0.56
H -3.08 2.24 1.19
H -2.24 2.85 2.62
H -3.50 1.05 3.49
H -1.94 0.26 3.19
Cl -1.23 -8.15 0.26
C -1.11 -6.49 0.79
C -1.47 -5.47 -0.08
C -1.38 -4.16 0.35
Cl -1.77 -2.89 -0.76
C -0.95 -3.77 1.66
O -0.89 -2.57 2.07
C -0.57 -4.88 2.46
Cl 0.05 -4.52 4.05
C -0.65 -6.20 2.06
H -1.81 -5.68 -1.08
H -0.37 -7.00 2.74
C 1.03 -1.84 0.39
H 1.53 -2.23 1.28
H 1.21 -2.47 -0.48
C 3.24 2.21 3.10
N 2.73 0.94 2.63
C 2.93 0.74 1.21
C 1.67 0.34 3.26
N 0.64 -0.10 2.63
N 1.79 0.28 4.65
C 0.65 -0.24 5.38
C 3.06 -0.11 5.23
H 2.82 3.03 2.50
H 4.33 2.25 2.99
H 2.97 2.38 4.14
H 4.00 0.77 1.00
H 2.42 1.50 0.61
H 2.53 -0.23 0.91
H 0.05 -0.72 3.17
H -0.26 0.27 5.08
H 0.81 -0.06 6.45
H 0.52 -1.32 5.24
H 3.88 0.12 4.56
H 3.08 -1.19 5.44
H 3.22 0.42 6.17
C 2.86 -0.68 -2.39
Si 1.11 -0.64 -3.13
C 1.36 0.09 -4.86
C 0.59 -2.43 -3.47
Si -0.24 0.56 -1.52
Si -2.32 0.61 -2.79
C -2.31 1.44 -4.50
C -3.58 1.56 -1.74
C -3.09 -1.08 -3.10
Si 0.42 2.85 -1.98
C 0.63 3.53 -3.75
C -0.67 4.19 -1.17
C 2.15 3.29 -1.26
H 3.58 -1.21 -3.03
H 2.85 -1.16 -1.41
H 3.23 0.34 -2.25
H 2.01 -0.54 -5.47
H 1.82 1.08 -4.80
H 0.41 0.20 -5.40
H 1.40 -3.01 -3.92
H -0.26 -2.47 -4.16
H 0.28 -2.93 -2.55
H -2.02 2.49 -4.45
H -3.31 1.39 -4.95
H -1.62 0.94 -5.18
H -3.26 2.58 -1.53
H -3.70 1.04 -0.79
H -4.56 1.61 -2.22
H -2.36 -1.81 -3.47
H -3.91 -1.02 -3.82
H -3.50 -1.48 -2.17
H -0.31 3.59 -4.29
H 1.30 2.89 -4.33
H 1.07 4.53 -3.73
H -1.74 3.95 -1.25
H -0.52 5.17 -1.63
H -0.45 4.31 -0.10
H 2.88 2.51 -1.49
H 2.12 3.41 -0.18
H 2.52 4.22 -1.69
*
```

**Energy above the lowest of the compared OMol25 structures with the same formula, charge and spin**: 60.6 kcal/mol
**Frontier orbital gap (spin up / spin down)**: 6.7 / 6.7 eV
**Energy**: -4032.1886 a.u.
**⟨S²⟩**: 1.12



[5]
This record from the OMol25 dataset describes a molecular structure, C24H50ClNO2P2Si2Tc at a distorted geometry. The level of theory is wB97M-V/def2-TZVPD.

ORCA input file:
```
! wB97M-V def2-TZVPD RIJCOSX def2/J DEFGRID3
* xyz 0 4
Tc -0.25 0.68 0.15
C 0.48 1.93 1.71
C 0.94 0.60 1.97
C 1.78 0.24 0.84
Si 0.45 -0.39 3.48
C 1.80 1.31 -0.08
C 0.96 2.38 0.43
Si 0.23 3.90 -0.40
H -0.11 2.53 2.40
H 2.31 -0.70 0.75
H 2.37 1.34 -1.00
Cl 0.39 -3.28 -2.86
C -0.83 4.87 0.79
C 1.63 4.94 -1.08
C -0.72 0.62 4.54
C 1.98 -0.85 4.46
H 2.45 4.94 -0.36
H 1.27 5.97 -1.20
H 2.00 4.58 -2.05
H -1.79 4.37 0.97
H -1.02 5.87 0.39
H -0.31 4.97 1.76
H 2.70 -0.03 4.38
H 2.45 -1.77 4.11
H 1.70 -0.97 5.51
H -0.17 1.41 5.06
H -1.20 -0.03 5.29
H -1.50 1.08 3.92
C -0.89 3.31 -1.81
C -0.47 -1.96 2.96
P -0.46 1.59 -2.23
H -0.79 3.97 -2.68
H -1.94 3.34 -1.47
P -0.02 -2.63 1.33
H -1.54 -1.70 2.92
H -0.33 -2.72 3.75
C -1.11 -4.15 1.12
C 1.69 -3.37 1.64
C 1.09 1.85 -3.28
C -1.72 1.02 -3.47
C -2.74 0.04 -2.87
H -1.13 0.47 -4.23
C -2.46 2.17 -4.15
H -3.06 2.73 -3.42
H -3.14 1.75 -4.90
H -1.80 2.87 -4.66
H -2.28 -0.88 -2.50
H -3.46 -0.24 -3.66
H -3.31 0.51 -2.05
H 1.74 2.45 -2.63
C 0.82 2.64 -4.57
C 1.80 0.54 -3.61
H 0.42 3.65 -4.38
H 0.14 2.10 -5.23
H 1.78 2.76 -5.10
H 2.17 0.02 -2.71
H 2.67 0.76 -4.24
H 1.15 -0.15 -4.17
H 2.26 -2.51 2.03
C 2.33 -3.82 0.32
C 1.69 -4.49 2.68
H 1.35 -4.16 3.67
H 2.72 -4.85 2.79
H 1.08 -5.34 2.36
H 2.59 -2.97 -0.32
H 1.67 -4.49 -0.25
H 3.25 -4.37 0.54
C -2.21 -3.86 0.08
C -1.71 -4.68 2.42
H -0.44 -4.92 0.70
H -2.35 -3.93 2.90
H -0.94 -4.99 3.14
H -2.32 -5.56 2.19
H -2.71 -2.90 0.28
H -2.97 -4.65 0.11
H -1.80 -3.83 -0.94
C 0.16 -1.79 -1.79
H -0.56 -2.07 -1.02
H 1.15 -1.53 -1.39
H -0.24 -1.01 -2.46
O -3.21 1.85 0.58
N -2.15 1.28 0.47
O -2.10 -0.11 0.65
*
```

**Energy above the lowest of the compared OMol25 structures with the same formula, charge and spin**: 0.0 kcal/mol
**Frontier orbital gap (spin up / spin down)**: 5.9 / 7.4 eV
**Energy**: -2952.3138 a.u.
**⟨S²⟩**: 3.77